91
Properties=species:S:1:pos:R:3:forces:R:3:mulliken_spin:R:1 method="wB97M-V/def2-TZVPD" spin_multiplicity=4 fmax_ev_per_a=4.17 e_lumo_ev="0.59 / 0.02" gap_ev="5.156 / 6.692" homo_energy_ev="-4.57 / -6.67" total_energy_ev=-83757.4903 relative_energy_kcal_mol=0.0
H 0.0251 5.0957 -2.2232 -0.25 0.02 0.09 0.004
H -2.1789 -2.3710 4.1474 0.13 -0.15 0.10 -0.001
H -2.2294 3.4617 -3.4553 0.20 -0.17 0.05 0.000
C -1.2264 -3.3701 -1.6030 0.25 0.37 0.23 -0.004
H 0.9119 2.7951 1.5873 -0.20 0.06 -0.11 -0.005
H 1.4776 3.3897 -2.4621 0.16 -0.05 0.23 -0.007
H -0.8516 5.4069 -0.6971 0.07 -0.18 -0.22 -0.001
H 0.0914 -4.3797 0.8585 0.17 0.23 -0.02 0.004
Cl 2.1082 0.2977 -4.1397 -0.23 -0.08 0.03 0.013
H -0.8446 -5.3897 -0.8135 0.05 0.15 -0.21 -0.001
H -0.5968 2.7745 -3.5665 -0.21 0.04 0.04 0.002
H 2.4951 4.2884 0.3102 -0.06 0.04 -0.23 -0.002
C -1.9993 1.1373 1.1180 -1.50 0.72 0.34 0.095
H -3.8367 3.6172 1.8845 0.15 0.17 -0.10 0.000
H 1.4675 5.2847 -0.7436 0.10 -0.17 0.09 0.002
H 0.0556 -5.0065 -2.3069 -0.26 0.00 0.08 0.001
H 0.2005 4.3052 0.9498 0.17 -0.25 -0.04 -0.001
H -0.3265 2.1586 3.9416 -0.13 0.06 -0.05 0.000
C 0.6483 -0.0035 -3.1187 0.00 0.07 -0.50 0.293
C -2.0755 -1.2084 1.1330 -1.71 -0.32 1.25 0.115
H -2.9040 -1.3629 -0.9714 -0.04 0.17 0.18 0.012
H -2.0674 3.2859 -0.9174 0.17 -0.08 -0.23 0.016
H 2.4846 -4.0869 0.2923 -0.06 -0.05 -0.23 0.001
C 2.1953 -4.3001 -0.7442 0.10 -0.33 -0.08 0.002
H -2.8713 -5.0482 1.9123 -0.17 0.11 -0.21 0.000
C -2.5363 -0.7378 -0.1677 -0.35 -0.59 0.26 -0.024
H 3.0984 -4.6094 -1.2830 -0.06 0.00 0.09 -0.001
H -2.1252 -3.3146 -0.9724 0.26 0.11 -0.26 0.011
H 3.0933 4.8514 -1.2568 -0.04 0.01 0.10 0.000
H 3.6077 -2.4566 -2.0495 -0.09 0.07 0.14 0.000
C -1.5465 -2.7367 -2.9593 -0.20 -0.20 -0.04 0.020
H 0.1586 -0.5066 3.4923 0.26 0.07 0.03 0.001
C 3.4684 0.0153 3.1464 0.21 -0.06 0.02 -0.001
H -0.0102 0.8579 -3.2563 0.21 -0.39 0.18 -0.099
H -2.8312 1.3172 -0.9810 0.12 -0.15 0.13 0.008
C 1.6484 -3.0430 -1.4169 -0.11 0.14 -0.01 -0.030
C -3.0488 -4.1097 1.3668 -0.10 -0.20 0.25 0.007
C -2.4924 0.6822 -0.1712 -0.64 0.86 0.82 0.276
H 2.5253 -1.0894 -1.9061 0.17 -0.18 0.24 -0.018
H 0.9319 -0.1222 -2.0560 -0.16 0.17 -0.77 -0.030
H -1.9440 1.8158 -2.8780 0.23 0.14 -0.01 0.005
H -2.6791 4.9446 2.1334 -0.15 -0.05 -0.18 0.001
H -1.4699 -3.9977 3.9789 0.02 0.24 0.03 0.001
H -1.9474 -1.7194 -2.8648 0.25 -0.16 -0.01 0.008
C 2.9403 2.2380 -1.3734 0.27 -0.10 -0.18 0.060
Si -1.6809 -2.9124 1.7994 0.41 0.51 -0.63 -0.009
H 4.5402 0.2785 1.2800 -0.07 0.03 0.20 0.000
H -0.6586 -2.7188 -3.6063 -0.25 -0.05 0.07 0.001
H -1.7192 5.3829 -2.2370 0.14 -0.02 0.12 -0.001
C 2.7929 -2.0397 -1.4415 0.36 0.12 -0.25 0.045
C -0.9042 4.9063 -1.6731 -0.22 0.17 -0.19 0.000
H -1.6834 -5.3264 -2.3675 0.17 0.04 0.12 0.000
C 1.0982 -0.3019 2.9899 0.51 0.15 -0.25 -0.054
H 1.5113 -5.1510 -0.7461 0.07 0.16 0.07 0.000
C 0.0897 3.2106 0.9826 -0.03 0.53 0.23 0.040
C -2.8898 4.0499 1.5317 -0.05 0.18 0.21 0.019
C -1.7773 -0.0375 1.8835 -1.22 -0.40 0.53 -0.058
H 3.1874 -1.8631 -0.4325 -0.16 -0.03 -0.29 0.001
H -1.0908 3.7623 4.0684 0.00 -0.20 -0.05 0.000
H -3.0088 4.3487 0.4852 -0.02 -0.03 0.24 0.001
C 1.1411 -0.1407 1.5942 -0.57 -0.17 -0.41 0.068
H -1.5404 -0.0227 2.9419 0.25 -0.03 -0.36 -0.007
H 3.7870 2.6952 -1.9045 -0.15 -0.06 0.07 0.001
H -3.9880 -3.6689 1.7345 0.16 -0.21 -0.11 0.000
C -0.0212 -3.2904 0.9641 -0.12 -0.68 0.11 0.022
C -1.1888 3.4085 -1.5646 0.41 -0.19 0.33 0.012
H -2.3159 -3.3434 -3.4628 0.24 0.17 0.05 0.001
H -2.0846 2.2990 4.2089 0.14 0.08 0.04 0.000
H 3.2658 2.0626 -0.3393 -0.12 0.03 -0.31 0.001
C -1.2221 2.7386 3.6933 -0.18 -0.15 0.05 0.001
C -0.8890 -4.8550 -1.7707 -0.19 -0.10 -0.11 0.001
Si -1.5348 2.8017 1.8512 0.17 -0.40 -0.67 -0.017
H 0.7904 -2.9186 1.6094 -0.27 -0.03 -0.14 -0.009
C 1.7509 3.1896 -1.4104 -0.32 0.12 0.11 0.022
H 2.7368 1.2882 -1.8757 0.08 0.14 0.27 -0.019
H -0.4167 -2.5600 3.9251 -0.21 -0.09 -0.06 0.000
F 4.6079 0.0899 3.9040 -0.44 -0.02 -0.23 0.000
C 2.2055 4.4800 -0.7308 0.14 0.33 -0.11 0.008
C 2.3992 0.0669 1.0234 0.29 0.02 0.17 -0.009
C 3.5769 0.1405 1.7648 -0.27 -0.04 0.44 0.029
C -1.3992 -2.9541 3.6426 -0.22 0.10 0.13 0.006
H 0.1732 -0.9060 -3.5193 0.22 0.36 0.32 -0.010
H 2.1880 -0.3284 4.8553 0.18 0.05 -0.15 0.000
H -3.1636 -4.3323 0.3001 -0.02 0.01 0.30 0.000
H 1.3447 -3.2640 -2.4556 0.19 0.02 0.23 0.001
C -1.4998 2.8168 -2.9422 -0.17 0.23 -0.02 0.033
H 2.4724 0.1684 -0.0560 0.02 -0.04 0.35 -0.171
P 0.0756 -2.3892 -0.6251 0.06 -1.07 0.28 0.103
P 0.1800 2.4312 -0.6694 0.12 0.97 -0.25 0.065
C 2.2507 -0.2098 3.7765 0.10 -0.02 -0.25 0.001
Tc -0.4827 -0.1328 0.1227 3.86 -0.54 -1.50 2.149